Record 1
ORCA calculation (ωB97M-V/def2-TZVPD) on a cluster of 10 separate species, H20O10 in total in a non-equilibrium geometry.

Atoms and positions in Å:
O: -16.076 -6.465 7.477
H: -15.912 -5.726 6.931
H: -15.343 -6.476 8.055
O: -16.141 -0.543 9.287
H: -17.045 -0.434 8.948
H: -15.948 -1.472 9.434
O: -16.895 -4.692 5.607
H: -17.310 -4.616 4.717
H: -17.086 -3.788 5.902
O: -17.439 -3.421 8.194
H: -16.852 -3.019 7.546
H: -18.206 -2.841 8.215
O: -15.723 -2.270 6.524
H: -14.997 -2.952 6.489
H: -15.254 -1.439 6.678
O: -15.193 -0.804 3.325
H: -15.419 -0.216 4.067
H: -15.551 -0.448 2.486
O: -13.996 -0.264 6.887
H: -13.462 -0.954 7.368
H: -13.530 -0.146 6.008
O: -16.317 0.972 4.913
H: -16.520 0.846 5.846
H: -15.530 1.549 4.944
O: -13.555 -3.925 6.452
H: -13.124 -3.817 5.624
H: -13.144 -3.286 7.110
O: -15.266 -3.729 3.595
H: -15.375 -2.809 3.829
H: -15.281 -4.126 4.464

Results
Highest occupied orbital energy ... -10.35 eV
Total charge ... 0
Energy relative to the best compared isomer or geometry (same formula, charge and spin) ... 311.9 kJ/mol
E_tot ... -20799.380 eV
M ... 180.150 g/mol
SMILES string ... O.O.O.O.O.O.O.O.O.O

---

Record 2
ORCA calculation (ωB97M-V/def2-TZVPD) on a cluster of 10 separate species, H20O10 in total in a non-equilibrium geometry.

Atoms and positions in Å:
O: -1.571 -1.415 3.050
H: -2.210 -0.983 2.466
H: -1.508 -0.744 3.730
O: 2.016 1.247 -1.597
H: 1.448 0.473 -1.731
H: 1.779 1.806 -2.347
O: 2.751 -1.995 2.674
H: 2.692 -1.182 3.164
H: 1.998 -2.580 2.620
O: -0.597 0.576 -3.560
H: 0.162 -0.003 -3.613
H: -1.139 0.862 -4.294
O: 0.785 -0.488 1.808
H: 1.631 -0.476 1.358
H: 0.459 0.391 2.018
O: 1.583 2.157 1.028
H: 2.380 2.595 1.309
H: 1.315 2.024 0.109
O: -1.605 -0.347 0.263
H: -1.838 0.458 0.745
H: -0.795 -0.659 0.712
O: -1.197 2.654 1.476
H: -1.838 3.154 1.980
H: -0.387 3.138 1.285
O: 0.608 -1.801 -2.565
H: -0.178 -1.806 -3.131
H: 0.241 -1.996 -1.695
O: -2.596 -1.090 -2.394
H: -2.273 -0.377 -1.831
H: -3.359 -0.800 -2.899

Results
Highest occupied orbital energy ... -10.62 eV
Total charge ... 0
Energy relative to the best compared isomer or geometry (same formula, charge and spin) ... 326.1 kJ/mol
E_tot ... -20799.233 eV
M ... 180.150 g/mol
SMILES string ... O.O.O.O.O.O.O.O.O.O

---

Record 3
ORCA calculation (ωB97M-V/def2-TZVPD) on a cluster of 10 separate species, H20O10 in total.

Atoms and positions in Å:
O: -3.824 2.021 0.635
H: -4.529 1.911 -0.013
H: -3.362 1.170 0.662
O: 3.944 0.652 -1.469
H: 4.877 0.507 -1.276
H: 3.489 -0.116 -1.082
O: 1.940 2.508 -0.631
H: 1.368 1.871 -0.157
H: 2.700 1.984 -0.948
O: -0.808 -2.208 -1.702
H: -0.582 -2.485 -2.595
H: -0.011 -2.394 -1.173
O: -2.292 -0.602 0.759
H: -2.430 -1.295 1.417
H: -2.975 -0.761 0.092
O: 2.819 -0.864 0.782
H: 3.651 -1.219 1.124
H: 2.713 -0.007 1.226
O: -3.061 0.648 3.604
H: -3.966 0.348 3.463
H: -2.514 -0.001 3.157
O: 1.371 -3.228 -0.091
H: 2.094 -2.596 0.070
H: 1.804 -4.065 -0.293
O: -0.976 2.834 -2.017
H: -0.725 2.103 -1.435
H: -0.718 2.543 -2.896
O: 0.126 0.618 0.192
H: -0.610 0.325 0.763
H: 0.486 -0.202 -0.166

Results
Highest occupied orbital energy ... -9.82 eV
Total charge ... 0
Energy relative to the best compared isomer or geometry (same formula, charge and spin) ... 284.6 kJ/mol
E_tot ... -20799.663 eV
M ... 180.150 g/mol
SMILES string ... O.O.O.O.O.O.O.O.O.O

---

Record 4
ORCA calculation (ωB97M-V/def2-TZVPD) on a cluster of 9 separate species, H20O10 in total in a non-equilibrium geometry.

Atoms and positions in Å:
H: -0.944 0.456 -0.304
H: 0.085 0.215 -1.397
H: 2.386 -2.092 -2.476
H: 2.127 -2.196 -0.983
H: -3.785 1.378 -1.884
H: -4.088 -0.106 -2.013
H: 3.952 -1.239 0.821
H: 2.719 -0.745 1.559
H: 1.996 3.645 -0.330
H: 3.346 2.946 -0.341
H: 1.492 1.239 0.768
H: 1.743 0.422 -0.489
H: -1.651 2.316 0.678
H: -0.428 1.856 1.453
H: -1.186 -2.610 -0.129
H: -0.233 -3.002 -1.246
H: -3.200 -1.295 0.203
H: -3.707 -0.388 1.312
H: -0.889 -0.545 2.393
H: -1.425 -0.264 3.787
O: -0.187 0.865 -0.739
O: 1.952 -2.644 -1.817
O: -3.375 0.535 -2.111
O: 3.292 -1.514 1.467
O: 2.412 2.798 -0.527
O: 1.806 1.318 -0.140
O: -0.689 2.294 0.635
O: -0.530 -2.243 -0.732
O: -2.938 -0.549 0.754
O: -1.533 -0.859 3.037

Results
Highest occupied orbital energy ... -7.19 eV
Total charge ... 0
Energy relative to the best compared isomer or geometry (same formula, charge and spin) ... 972.0 kJ/mol
E_tot ... -20792.539 eV
M ... 180.150 g/mol

---

Record 5
ORCA calculation (ωB97M-V/def2-TZVPD) on a cluster of 10 separate species, H20O10 in total in a non-equilibrium geometry.

Atoms and positions in Å:
O: 2.572 2.686 -1.595
H: 1.724 2.980 -2.006
H: 2.885 2.022 -2.222
O: -2.573 -2.034 3.017
H: -2.793 -2.036 2.053
H: -1.898 -1.377 3.146
O: -3.813 -0.487 0.810
H: -3.144 0.139 0.510
H: -4.543 -0.538 0.208
O: 0.532 -0.377 2.672
H: 0.087 0.235 2.063
H: 1.431 -0.027 2.768
O: -0.588 -0.384 -3.696
H: -0.512 0.211 -2.939
H: -1.474 -0.748 -3.555
O: 0.263 3.240 0.909
H: 0.431 3.238 1.864
H: 1.077 2.783 0.669
O: 0.542 -2.739 1.500
H: 0.002 -3.427 1.872
H: 0.057 -1.903 1.701
O: 0.847 0.556 -1.161
H: 1.392 -0.208 -1.444
H: 1.584 1.197 -1.371
O: -1.183 0.309 0.681
H: -0.805 0.150 -0.196
H: -1.075 1.192 1.079
O: 3.086 -1.155 -2.312
H: 3.065 -2.017 -1.844
H: 2.824 -1.480 -3.182

Results
Highest occupied orbital energy ... -10.42 eV
Total charge ... 0
Energy relative to the best compared isomer or geometry (same formula, charge and spin) ... 299.3 kJ/mol
E_tot ... -20799.510 eV
M ... 180.150 g/mol
SMILES string ... O.O.O.O.O.O.O.O.O.O

---

Record 6
ORCA calculation (ωB97M-V/def2-TZVPD) on a cluster of 10 separate species, H20O10 in total in a non-equilibrium geometry.

Atoms and positions in Å:
H: -1.284 -1.766 -0.470
H: -0.097 -1.794 -1.418
H: 0.021 1.114 -0.938
H: -0.463 2.040 -2.041
H: 1.987 -0.342 -1.595
H: 1.474 -1.573 -0.866
H: -3.390 -0.721 -0.887
H: -3.487 0.775 -0.637
H: 5.415 -1.648 -1.188
H: 4.158 -1.922 -0.380
H: -0.437 -0.219 3.532
H: 0.405 -1.161 2.686
H: -5.173 -1.707 0.531
H: -6.418 -1.297 -0.238
H: -1.622 3.342 0.503
H: -1.232 1.912 0.840
H: 3.804 -0.982 0.993
H: 2.988 0.151 0.393
H: 1.057 2.530 0.638
H: 2.466 2.793 0.131
O: -0.356 -1.516 -0.532
O: -0.463 1.934 -1.083
O: 2.120 -0.861 -0.794
O: -3.837 0.075 -1.199
O: 4.545 -2.056 -1.253
O: 0.391 -0.712 3.539
O: -6.088 -1.965 0.373
O: -1.803 2.427 0.260
O: 3.744 -0.020 0.965
O: 1.577 3.167 0.135

Results
Highest occupied orbital energy ... -9.64 eV
Total charge ... 0
Energy relative to the best compared isomer or geometry (same formula, charge and spin) ... 573.1 kJ/mol
E_tot ... -20796.673 eV
M ... 180.150 g/mol
SMILES string ... O.O.O.O.O.O.O.O.O.O

---

Record 7
ORCA calculation (ωB97M-V/def2-TZVPD) on a cluster of 10 separate species, H20O10 in total.

Atoms and positions in Å:
O: -1.922 -2.746 -2.094
H: -1.193 -2.546 -1.466
H: -2.534 -2.007 -2.000
O: 0.198 -2.759 -0.465
H: 0.935 -2.425 0.062
H: 0.571 -3.484 -0.983
O: -0.986 2.201 1.899
H: -1.938 2.255 1.765
H: -0.851 2.458 2.820
O: -2.095 0.369 -2.244
H: -2.313 0.985 -2.952
H: -1.313 -0.119 -2.570
O: 1.788 3.368 1.863
H: 0.940 2.937 1.709
H: 2.277 2.742 2.414
O: -3.900 -0.651 -0.611
H: -3.267 -0.117 -1.141
H: -4.239 -0.044 0.053
O: 0.595 -0.239 -2.694
H: 0.797 0.188 -1.842
H: 1.085 -1.067 -2.672
O: 0.405 0.332 0.003
H: 0.153 0.763 0.835
H: -0.385 -0.160 -0.262
O: 2.260 0.685 3.203
H: 2.272 0.209 2.357
H: 2.938 0.253 3.732
O: 3.182 -0.495 0.813
H: 3.896 -0.879 0.295
H: 2.643 -0.009 0.172

Results
Highest occupied orbital energy ... -10.45 eV
Total charge ... 0
Energy relative to the best compared isomer or geometry (same formula, charge and spin) ... 212.6 kJ/mol
E_tot ... -20800.409 eV
M ... 180.150 g/mol
SMILES string ... O.O.O.O.O.O.O.O.O.O

---

Record 8
ORCA calculation (ωB97M-V/def2-TZVPD) on a cluster of 10 separate species, H20O10 in total in a non-equilibrium geometry.

Atoms and positions in Å:
H: 1.281 -0.039 -0.143
H: -0.100 0.398 0.318
H: 0.748 4.053 -0.566
H: 1.583 2.948 -1.191
H: 5.647 -0.527 -0.632
H: 6.792 -0.752 -1.605
H: 0.387 -0.742 3.502
H: -0.974 -1.188 2.993
H: -2.778 3.377 -1.292
H: -3.748 3.357 -2.462
H: -3.093 -0.427 -3.213
H: -1.978 -0.166 -2.214
H: 0.567 2.492 2.885
H: 1.601 2.701 3.980
H: 2.293 -3.742 -1.727
H: 0.877 -3.449 -2.195
H: -2.881 -1.756 0.239
H: -3.709 -1.299 1.429
H: -1.295 -3.998 0.388
H: -2.117 -4.105 1.662
O: 0.554 -0.300 0.434
O: 0.899 3.102 -0.529
O: 6.154 -0.087 -1.323
O: -0.079 -0.989 2.695
O: -3.033 3.875 -2.077
O: -2.859 -0.551 -2.286
O: 1.328 3.035 3.118
O: 1.751 -3.049 -2.120
O: -2.833 -1.216 1.036
O: -1.770 -3.462 1.033

Results
Highest occupied orbital energy ... -10.11 eV
Total charge ... 0
Energy relative to the best compared isomer or geometry (same formula, charge and spin) ... 409.9 kJ/mol
E_tot ... -20798.365 eV
M ... 180.150 g/mol
SMILES string ... O.O.O.O.O.O.O.O.O.O

---

Record 9
ORCA calculation (ωB97M-V/def2-TZVPD) on a structure of composition H20O10 in a non-equilibrium geometry.

Atoms and positions in Å:
O: -0.413 22.036 4.091
H: -0.483 22.872 4.472
H: 0.437 21.984 4.074
O: 0.814 21.545 1.642
H: 0.524 22.408 1.439
H: 0.460 20.986 1.129
O: -0.366 18.749 2.478
H: -0.221 19.086 1.578
H: -1.206 19.134 2.755
O: -0.143 20.036 0.669
H: -0.339 19.248 0.255
H: -1.055 20.538 0.918
O: 4.115 21.485 1.677
H: 3.668 21.401 0.921
H: 3.904 20.608 2.249
O: 1.618 21.326 4.050
H: 1.402 21.108 3.086
H: 2.293 20.626 4.198
O: 0.050 24.109 0.972
H: 0.336 24.737 0.324
H: -0.113 24.551 1.891
O: 3.377 20.616 -0.262
H: 2.845 19.857 -0.110
H: 3.084 20.966 -1.014
O: -1.971 23.112 0.020
H: -2.384 22.639 0.749
H: -1.341 23.480 0.447
O: 3.122 23.698 0.109
H: 2.718 24.588 0.378
H: 3.064 23.198 1.027

Results
Highest occupied orbital energy ... -10.18 eV
Total charge ... 0
Energy relative to the best compared isomer or geometry (same formula, charge and spin) ... 1043.6 kJ/mol
E_tot ... -20791.797 eV
M ... 180.150 g/mol

---

Record 10
ORCA calculation (ωB97M-V/def2-TZVPD) on a structure of composition H20O12V in a non-equilibrium geometry.

Atoms and positions in Å:
O: 0.558 0.257 1.296
V: -0.288 -0.844 0.424
O: 0.449 -0.806 -1.012
O: -1.734 0.568 -0.310
H: -2.555 0.410 -0.827
H: -1.145 1.143 -0.887
O: 1.016 -2.421 0.999
H: 1.892 -2.473 0.668
H: 0.950 -2.606 1.949
O: 0.542 2.958 1.637
H: 0.987 2.306 1.123
H: 0.352 2.555 2.457
O: -0.086 2.010 -1.684
H: 0.677 2.500 -1.458
H: -0.162 2.054 -2.603
O: 2.730 1.375 0.219
H: 2.526 0.741 0.905
H: 3.416 1.909 0.631
O: -1.605 -0.932 2.125
H: -2.112 -1.616 2.588
H: -2.028 -0.123 2.384
O: -1.512 -0.706 -3.531
H: -1.655 -0.331 -4.368
H: -0.559 -0.601 -3.375
O: 1.092 -0.726 -3.219
H: 1.595 -1.539 -3.413
H: 0.923 -0.835 -2.250
O: -1.422 -2.341 -0.523
H: -2.229 -2.055 -0.851
H: -0.980 -2.715 -1.301
O: 0.264 1.314 3.956
H: -0.281 1.089 4.702
H: 0.386 0.477 3.536

Results
Highest occupied orbital energy ... -12.90 eV
Total charge ... +1
Energy relative to the best compared isomer or geometry (same formula, charge and spin) ... 0.0 kJ/mol
E_tot ... -50576.881 eV
M ... 263.092 g/mol